{"formula": "C10H26Cl2N3", "method": "wB97M-V/def2-TZVPD", "homo_ev": -12.54, "relative_energy_kj_mol": 59.0, "gap_ha": 0.3464, "charge": 1, "total_energy_ev": -40298.7823, "species": ["C", "C", "C", "C", "N", "N", "C", "C", "C", "C", "C", "N", "H", "H", "H", "H", "H", "H", "H", "H", "H", "H", "H", "H", "H", "H", "H", "H", "H", "H", "H", "H", "H", "H", "H", "H", "C", "Cl", "Cl", "H", "H"], "xyz": [[2.0234, -1.3449, 1.4649], [1.8231, -0.3823, 0.2452], [2.2680, 1.0905, 0.5210], [2.0735, 1.9874, -0.7789], [1.6113, 1.2294, -1.9685], [0.1903, 1.3609, -2.1584], [-0.3913, 0.1745, -2.8850], [-1.4143, -0.6308, -2.0470], [-2.6952, 0.1804, -1.6358], [-2.8676, 0.2885, -0.0832], [-1.9448, 1.3731, 0.5602], [-2.6107, 1.9304, 1.7560], [1.0870, -1.9312, 1.5667], [2.2004, -0.8414, 2.4313], [2.8284, -2.0880, 1.3109], [0.7277, -0.3461, 0.0397], [2.3463, -0.8224, -0.6224], [3.3356, 1.0646, 0.8040], [1.6314, 1.4919, 1.3346], [1.4652, 2.8960, -0.5705], [3.0866, 2.3632, -1.0340], [2.0963, 1.6541, -2.7554], [0.0639, 2.1720, -2.7741], [-0.2606, 1.5636, -1.2573], [0.4435, -0.4908, -3.1708], [-0.8915, 0.5338, -3.8070], [-0.9966, -1.0970, -1.1360], [-1.7479, -1.4710, -2.6920], [-3.5823, -0.3818, -1.9952], [-2.7371, 1.1727, -2.1354], [-3.9149, 0.5955, 0.1198], [-2.7611, -0.7088, 0.3918], [-0.9273, 0.9875, 0.8041], [-1.7895, 2.1930, -0.1965], [-1.9244, 2.2550, 2.4294], [-3.1302, 2.7404, 1.4333], [0.9745, -4.2717, 3.6644], [0.3135, -2.6972, 4.1249], [2.7414, -4.2531, 3.6523], [0.6365, -5.0154, 4.3788], [0.6194, -4.5244, 2.6701]]}